(1)
59
Properties=species:S:1:pos:R:3:forces:R:3 method="wB97M-V/def2-TZVPD" e_tot_ev=-108832.9624 charge=-1 lumo_energy_ha=0.0410
Rh -0.930350 -2.450388 -0.690759 -0.20 -0.20 0.08
S -1.074467 -1.245724 -2.643775 -0.01 0.04 -0.01
C -1.927252 0.141036 -2.006673 0.03 -0.04 -0.01
N -2.020731 1.239484 -2.657264 -0.06 0.00 0.08
N -2.769353 2.263094 -2.049712 0.09 0.06 0.08
C -2.267840 2.958466 -0.927198 -0.11 -0.09 -0.15
C -3.024936 4.028484 -0.446154 0.00 0.05 0.03
C -2.608287 4.737993 0.665990 0.00 -0.01 -0.01
C -1.434627 4.394274 1.327879 0.02 0.00 0.01
C -0.679283 3.335743 0.846896 -0.03 0.02 0.00
C -1.087504 2.623957 -0.272887 0.06 -0.05 -0.01
N -2.530184 0.028340 -0.719402 0.11 -0.12 0.04
N -2.210611 -0.999319 -0.099010 0.01 0.21 -0.12
C -2.711904 -1.063672 1.247130 -0.01 -0.03 -0.01
C -2.910552 0.121215 1.952099 -0.02 0.01 0.02
C -3.359342 0.053806 3.258162 0.00 0.01 -0.01
C -3.610127 -1.180721 3.849091 -0.01 -0.02 0.02
C -3.403851 -2.351814 3.136357 0.04 0.02 -0.05
C -2.942250 -2.301518 1.828984 -0.01 -0.04 0.04
H -3.034467 2.908419 -2.778043 -0.01 -0.01 -0.01
H -3.955653 4.280720 -0.940761 0.00 0.00 0.00
H -3.215080 5.558367 1.028904 0.00 0.00 0.00
H -1.118692 4.941729 2.206006 0.00 0.00 0.00
H 0.241301 3.050669 1.342881 0.00 0.00 0.00
H -0.483208 1.811044 -0.646087 0.01 -0.02 0.00
H -2.695769 1.070304 1.480348 0.00 0.00 0.00
H -3.504122 0.967943 3.819712 0.00 0.00 0.00
H -3.958043 -1.224047 4.873822 0.00 -0.01 0.00
H -3.578111 -3.325302 3.575109 -0.02 0.01 0.03
H -2.790214 -3.226072 1.288699 0.01 0.01 -0.05
S -1.055866 -7.464278 -1.597310 0.01 -0.04 0.00
Sb -1.641193 -5.779051 -0.233187 -0.01 0.12 -0.03
S 0.187325 -4.194173 0.143308 0.14 -0.02 -0.04
S -2.588435 -3.889641 -1.394527 0.03 0.07 0.04
S -2.645636 -6.102053 1.769188 -0.01 0.02 0.00
O 0.761143 -1.157719 0.025218 0.08 0.09 -0.05
S 1.371323 -0.121774 -0.894301 -0.06 0.05 0.02
C 2.501453 0.740007 0.192545 0.00 -0.01 -0.02
C 2.972035 0.113264 1.334964 0.04 0.02 0.02
C 3.818555 0.815287 2.179901 -0.02 -0.05 0.00
C 4.179920 2.122745 1.880716 -0.01 0.03 -0.04
C 3.690473 2.741208 0.738039 0.03 0.01 0.05
C 2.837165 2.050741 -0.109905 -0.02 -0.02 -0.03
C 2.556043 -0.982172 -1.921688 -0.02 -0.06 0.10
C 2.870457 -2.295391 -1.621040 0.05 0.00 -0.06
C 3.753948 -2.971727 -2.452188 -0.02 -0.02 0.04
C 4.308882 -2.332819 -3.550431 0.00 0.02 -0.01
C 3.977949 -1.013466 -3.837599 0.02 -0.02 0.00
C 3.086153 -0.332344 -3.026179 -0.03 0.04 0.01
H 2.657025 -0.899142 1.552860 0.00 0.00 0.02
H 4.191884 0.340725 3.077987 0.00 0.00 0.00
H 4.836975 2.666542 2.547217 0.00 0.00 0.00
H 3.958536 3.765764 0.515299 0.00 0.00 0.00
H 2.423104 2.533219 -0.987873 -0.01 -0.02 -0.01
H 2.409500 -2.787887 -0.775558 -0.05 -0.02 0.02
H 3.990332 -4.006646 -2.243009 0.00 0.00 0.00
H 4.991205 -2.868705 -4.197692 0.00 0.00 0.00
H 4.399228 -0.522401 -4.705124 0.00 0.00 0.00
H 2.796025 0.685377 -3.259972 -0.02 0.00 0.01

(2)
34
Properties=species:S:1:pos:R:3:forces:R:3 method="wB97M-V/def2-TZVPD" e_tot_ev=-25546.6538 charge=0 lumo_energy_ha=0.0269
H 0.524870 1.748689 -2.877094 0.25 -0.62 0.15
N 1.210096 1.744312 -2.118659 0.71 -0.04 1.56
C 1.260020 0.643149 -1.447822 -0.83 1.99 -2.43
N 0.426493 -0.402408 -1.833656 0.34 0.51 -0.19
C -0.948497 -0.430360 -1.361557 -0.25 -0.06 -0.53
C -1.553918 -1.610112 -2.140086 -0.45 -0.46 1.81
C -1.705973 0.873709 -1.767902 0.15 -0.55 -0.24
C -1.025789 -0.720238 0.167546 0.41 0.33 -0.05
C -1.158806 0.530348 1.036444 0.43 0.57 -0.07
C 0.152079 1.326991 1.213871 0.10 -0.09 -0.29
C 1.431331 0.449201 1.347109 -0.86 -0.04 0.82
C 2.300564 1.019124 2.478410 -0.11 0.82 -0.08
C 1.075242 -0.998871 1.692312 0.01 0.13 -0.44
C 0.106577 -1.665344 0.720842 -0.92 -0.10 -0.35
S 2.449037 0.447911 -0.168775 0.88 0.30 -0.02
H 0.895306 -1.263983 -1.686632 0.10 -0.88 0.22
H -1.086574 -2.564538 -1.842400 0.05 0.33 -0.17
H -1.539951 -1.517233 -3.193568 0.36 0.34 -1.08
H -2.590583 -1.698794 -1.842976 -0.43 -0.11 0.04
H -1.293542 1.780727 -1.322462 -0.03 -0.18 0.10
H -2.779186 0.803266 -1.504873 0.55 -0.04 -0.13
H -1.606118 0.996042 -2.858296 -0.23 -0.13 0.30
H -1.951387 -1.240239 0.279855 -0.77 -0.49 0.18
H -1.940502 1.220453 0.669669 0.31 -0.45 0.11
H -1.497275 0.213581 2.013968 -0.08 -0.17 0.38
H 0.312488 2.019982 0.385598 -0.14 0.01 -0.03
H 0.063798 1.964625 2.097435 0.02 -0.14 0.04
H 1.820312 1.017010 3.482747 0.00 -0.21 -0.81
H 3.206114 0.461788 2.539383 0.84 -0.59 0.23
H 2.613598 2.053131 2.268171 -0.28 -0.21 -0.04
H 0.615248 -0.967884 2.669076 -0.11 -0.15 0.51
H 1.988429 -1.602615 1.741434 -0.10 0.16 0.21
H 0.635972 -2.166942 -0.106267 -0.13 0.21 0.42
H -0.409471 -2.464478 1.269156 0.22 0.02 -0.14

(3)
21
Properties=species:S:1:pos:R:3:forces:R:3 method="wB97M-V/def2-TZVPD" e_tot_ev=-26450.4128 charge=0 lumo_energy_ha=-0.0246
C -3.778733 0.964029 0.272788 -0.41 0.62 0.80
C -1.616297 2.195592 -0.105088 -2.92 -0.37 1.30
C -2.340351 1.043700 0.109633 -0.63 0.20 -0.26
C -1.465085 -0.129797 0.004965 -1.66 1.83 -0.27
C -1.805408 -1.455530 -0.213566 0.82 -1.52 -0.06
C -0.249822 0.464889 -0.259603 2.59 0.87 0.18
C 1.195047 -1.352093 -0.886319 2.37 -1.13 -1.71
C 1.725003 -0.934631 0.435374 0.10 0.39 0.24
C 3.214265 -0.676650 0.668333 -0.39 0.26 -0.38
N -4.907600 0.958676 0.541286 1.21 0.10 -0.57
N 1.027859 0.022907 -0.551650 -0.84 -0.04 1.31
N -0.296400 1.840478 -0.206589 -3.04 -2.49 0.75
Cl -3.370474 -1.948985 0.239766 0.09 0.19 0.02
H -2.173167 3.149313 0.017940 1.50 -0.34 -0.47
H 1.919448 -1.296494 -1.755213 -0.63 -0.97 1.11
H 0.438019 -2.135445 -0.945975 -0.22 0.79 0.06
H 1.087278 -1.229649 1.297419 0.47 0.30 -0.73
H 3.835807 -1.526929 0.535771 0.09 -1.45 0.05
H 3.602386 -0.219677 1.573508 -0.82 0.21 0.38
H 3.567455 -0.075976 -0.138338 0.05 0.87 -0.69
H 0.390768 2.342272 -0.634436 2.27 1.68 -1.05

(4)
10
Properties=species:S:1:pos:R:3:forces:R:3 method="wB97M-V/def2-TZVPD" e_tot_ev=-44243.4460 charge=0 lumo_energy_ha="-0.0394 / -0.0196"
C 0.351280 -1.163323 0.029183 -2.14 -0.92 0.52
C 1.562026 -0.655778 0.260120 0.75 1.00 0.72
C -0.571460 1.313644 -0.028153 0.85 1.60 0.43
N -0.216190 -1.414810 -1.152522 3.62 0.55 0.61
O 2.455934 -0.152745 0.769963 0.77 0.05 -0.34
Cl -1.314934 1.092730 -1.527703 0.39 0.36 -0.53
Cl -1.676265 1.331382 1.236483 -1.21 -0.68 1.34
Cl 0.526337 2.689534 0.288760 0.00 -0.70 -1.03
H -0.015418 -1.293930 1.147539 0.00 -0.05 -2.18
H -1.101309 -1.746706 -1.023669 -3.03 -1.22 0.44